Model A:
16
Properties=species:S:1:pos:R:3:lowdin_charge:R:1 method="wB97M-V/def2-TZVPD" orbital_gap_ev=5.783 total_charge=-2
C -0.847 0.823 0.798 -0.375
C -2.374 0.624 0.590 -0.807
S -3.203 -0.453 1.798 -0.057
N -0.134 1.060 -0.459 -0.103
C 0.394 -0.154 -1.177 -0.522
O 1.675 -0.442 -0.844 -0.342
H -0.757 1.693 1.448 0.078
H -0.394 -0.033 1.326 0.080
H -2.497 0.202 -0.411 0.019
H -2.843 1.611 0.664 0.008
H 0.807 1.366 -0.187 0.061
H 0.299 0.073 -2.268 0.064
H -0.281 -1.015 -0.989 0.090
H 2.826 -1.713 -0.662 -0.036
H 3.665 -1.635 0.623 -0.011
O 3.664 -2.006 -0.251 -0.146

=====

Model B:
16
Properties=species:S:1:pos:R:3:lowdin_charge:R:1 method="wB97M-V/def2-TZVPD" orbital_gap_ev=6.143 total_charge=-2
C -0.538 -0.039 -0.279 -0.238
O -0.234 -1.019 -1.314 -0.146
C 0.594 0.026 0.718 -0.485
C 0.596 1.450 1.299 -0.725
S -0.965 2.031 2.116 0.045
N 0.438 -0.912 1.845 -0.003
H -0.544 0.872 -0.886 0.116
H -1.482 -0.351 0.159 0.097
H 1.582 -0.119 0.288 0.118
H 0.828 2.117 0.473 0.027
H 1.459 1.564 1.957 0.028
H -0.072 -0.424 2.578 -0.001
H -0.141 -1.701 1.580 0.044
H -0.347 -1.107 -2.272 0.019
H -0.464 -1.513 -3.786 -0.225
O -0.709 -0.876 -4.477 -0.671

=====

Model C:
16
Properties=species:S:1:pos:R:3:lowdin_charge:R:1 method="wB97M-V/def2-TZVPD" orbital_gap_ev=5.919 total_charge=-2
C 0.748 0.299 1.191 -0.368
C 1.345 -1.128 1.339 -0.755
S 2.457 -1.391 2.868 -0.099
N -0.360 0.492 0.253 -0.095
C -0.356 -0.451 -0.944 -0.377
O -1.484 -0.421 -1.841 -0.309
H 0.538 0.552 2.231 0.058
H 1.468 0.934 0.730 0.074
H 2.038 -1.215 0.435 0.034
H 0.501 -1.872 1.212 0.037
H -0.486 1.429 -0.107 0.069
H -0.238 -1.567 -0.545 0.102
H 0.592 -0.283 -1.462 0.075
H -1.926 0.754 -2.010 -0.043
H -2.585 1.969 -1.198 -0.026
O -2.252 1.899 -2.153 -0.377

=====

It comes down to model A, which is 0.671 eV more stable than the next structure.

=====

Model A:
12
Properties=species:S:1:pos:R:3:lowdin_charge:R:1 method="wB97M-V/def2-TZVPD" orbital_gap_ev=7.217 total_charge=0 smiles="CC(C)P=S"
C 0.367 1.423 0.255 -0.193
C 0.283 -0.013 -0.226 -0.620
C -0.206 -1.018 0.828 -0.196
P -1.224 -0.186 -1.710 0.380
S -0.603 -1.471 -2.929 0.084
H -0.534 1.741 0.714 0.047
H 0.497 2.165 -0.586 0.083
H 1.084 1.595 1.057 0.071
H 1.286 -0.439 -0.790 0.126
H 0.504 -1.853 0.890 0.062
H -0.162 -0.483 1.816 0.075
H -1.292 -1.462 0.681 0.083

=====

Model B:
12
Properties=species:S:1:pos:R:3:lowdin_charge:R:1 method="wB97M-V/def2-TZVPD" orbital_gap_ev=9.219 total_charge=0 smiles="C=CC[PH2]=S"
C -1.748 -0.465 -0.134 -0.046
C -0.891 0.413 -0.685 -0.294
C 0.540 -0.043 -0.746 -0.428
P 1.314 0.138 0.915 0.331
S -0.015 0.321 2.375 0.112
H -1.507 -1.376 0.182 0.013
H -2.758 -0.150 -0.072 0.055
H -1.076 1.413 -1.088 0.102
H 1.185 0.575 -1.503 0.112
H 0.342 -1.115 -1.030 0.096
H 2.276 1.184 0.769 -0.033
H 2.338 -0.895 1.015 -0.019

=====

It comes down to model A, which is 0.304 eV more stable than the next structure.

=====

Model A:
9
Properties=species:S:1:pos:R:3:lowdin_charge:R:1 method="wB97M-V/def2-TZVPD" orbital_gap_ev=7.287 total_charge=-1
C 2.714 0.909 -0.014 -1.037
C 0.232 -1.294 -0.082 -0.976
N 1.875 0.089 -0.077 -0.009
O -0.659 -0.575 -0.299 0.023
O -3.286 0.759 0.037 -0.076
S 0.934 -2.662 0.196 0.671
S 3.862 2.015 0.096 0.373
H -2.379 0.891 -0.260 0.009
H -3.292 -0.131 0.403 0.023

=====

Model B:
9
Properties=species:S:1:pos:R:3:lowdin_charge:R:1 method="wB97M-V/def2-TZVPD" orbital_gap_ev="5.239 / 4.375" total_charge=-1
C 0.291 0.204 0.915 -0.634
C -0.876 0.639 -0.067 -0.667
N 0.990 -0.831 0.484 -0.239
O 0.521 0.891 1.966 -0.042
O 1.852 -1.097 -1.934 -0.571
S -2.438 -0.271 0.356 0.129
S 1.384 -1.816 -0.688 0.913
H -1.074 1.790 0.125 0.080
H -0.649 0.491 -1.157 0.032

=====

It comes down to model A, which is 2.842 eV more stable than the next structure.

=====

Model A:
30
Properties=species:S:1:pos:R:3:lowdin_charge:R:1 method="wB97M-V/def2-TZVPD" orbital_gap_ev=8.836 total_charge=+1 smiles="C=[N+]1C=N[C@]23CC(CC)=C[C@]12[C@@H]1O[C@@H]1C3"
C 1.821 2.730 0.493 0.187
N 1.470 1.668 -0.106 0.079
C 1.523 1.391 -1.526 -0.043
N 1.095 0.266 -1.880 0.201
C 0.634 -0.587 -0.815 -0.301
C -0.935 -0.835 -0.770 -0.004
C -1.474 0.033 0.383 -0.165
C -2.942 0.184 0.772 -0.180
C -3.778 0.007 -0.490 -0.095
C -0.427 0.402 1.160 -0.022
C 0.853 0.114 0.618 -0.113
C 2.021 -0.608 1.252 -0.150
O 3.164 -0.515 0.408 0.034
C 2.430 -1.705 0.380 -0.177
C 1.452 -1.896 -0.815 0.007
H 2.229 3.569 0.065 0.097
H 1.888 2.619 1.521 0.100
H 1.921 2.053 -2.119 0.092
H -1.189 -1.779 -0.390 0.123
H -1.412 -0.727 -1.684 0.100
H -3.038 -0.668 1.430 0.120
H -2.860 1.202 1.330 0.158
H -3.240 0.572 -1.258 0.079
H -4.834 0.413 -0.215 0.118
H -4.020 -0.974 -0.801 0.064
H -0.419 0.880 2.203 0.161
H 2.079 -0.523 2.274 0.133
H 3.123 -2.598 0.776 0.208
H 1.917 -1.970 -1.699 0.093
H 0.949 -2.716 -0.496 0.097

=====

Model B:
30
Properties=species:S:1:pos:R:3:lowdin_charge:R:1 method="wB97M-V/def2-TZVPD" orbital_gap_ev="7.040 / 7.039" total_charge=+1 smiles="CC1=[N+](C(N)=O)c2ccccc2C1(C)C"
C 1.358 2.479 -0.294 0.025
C 0.656 1.165 -0.182 0.120
N 1.328 -0.350 -0.087 0.185
C 2.721 -0.279 0.075 -0.515
N 3.410 -1.486 0.238 0.168
O 3.344 0.752 -0.001 0.091
C 0.259 -1.219 -0.021 -0.165
C 0.291 -2.648 -0.007 0.030
C -0.956 -3.251 -0.056 -0.040
C -2.172 -2.543 -0.193 -0.056
C -2.210 -1.197 0.042 -0.004
C -0.964 -0.540 0.060 -0.103
C -0.784 0.997 -0.041 -0.408
C -1.130 1.589 1.383 0.046
C -1.648 1.769 -1.066 0.023
H 1.882 2.552 -1.276 0.143
H 2.125 2.666 0.401 0.091
H 0.645 3.286 -0.351 0.097
H 3.009 -2.143 0.907 0.103
H 4.452 -1.376 0.100 0.153
H 1.201 -3.159 0.035 0.086
H -1.133 -4.317 -0.199 0.121
H -2.937 -3.085 -0.629 0.095
H -3.175 -0.600 0.163 0.151
H -2.157 1.192 1.542 0.115
H -1.287 2.647 1.300 0.094
H -0.648 1.213 2.201 0.074
H -2.644 1.343 -1.096 0.095
H -1.166 1.745 -2.071 0.119
H -1.669 2.796 -0.879 0.066

=====

It comes down to model B, which is 2.760 eV more stable than the next structure.

=====

Model A:
24
Properties=species:S:1:pos:R:3:lowdin_charge:R:1 method="wB97M-V/def2-TZVPD" orbital_gap_ev=9.547 total_charge=0
C -2.608 1.596 -0.736 -0.388
C -2.374 2.851 -1.504 -0.174
C 3.552 -2.140 0.349 -0.121
C -2.157 -1.451 0.003 -0.230
C 2.966 -0.852 0.868 -0.263
C 3.279 -0.227 1.964 -0.001
N -1.055 -0.650 -0.505 -0.302
O 0.104 1.656 -0.310 -0.498
S -1.067 0.987 0.178 0.870
H -2.956 0.702 -1.330 0.085
H -3.172 3.207 -2.293 0.114
H -2.278 3.696 -0.786 0.078
H -1.411 2.701 -2.036 0.069
H 4.585 -2.295 0.813 0.086
H 2.988 -2.946 0.855 0.079
H 3.804 -2.030 -0.707 0.068
H -1.896 -2.564 0.264 0.107
H -2.527 -1.018 0.940 0.053
H -2.997 -1.632 -0.770 0.090
H 2.125 -0.465 0.232 0.089
H -3.317 1.763 0.085 0.072
H 2.581 0.555 2.062 0.039
H 4.037 -0.311 2.631 0.029
H -0.205 -1.133 -0.269 0.049

=====

Model B:
24
Properties=species:S:1:pos:R:3:lowdin_charge:R:1 method="wB97M-V/def2-TZVPD" orbital_gap_ev=8.308 total_charge=0
C -0.881 1.322 2.107 -0.252
C 1.396 -0.623 -0.664 -0.131
C 2.193 1.619 0.022 -0.117
C -1.964 -0.698 -1.242 -0.089
C -1.707 -1.459 1.048 -0.130
C 1.180 0.804 -0.749 -0.289
N -1.600 -0.402 0.133 -0.451
O -1.414 2.011 -0.334 -0.384
S -0.785 1.006 0.459 0.763
H -0.746 2.422 2.054 0.012
H -0.218 0.807 2.790 -0.003
H 1.625 -0.845 0.307 0.058
H 0.473 -1.261 -0.950 0.093
H 2.160 -0.828 -1.322 0.064
H 2.223 2.723 -0.082 0.083
H 3.282 1.330 -0.228 0.112
H 2.083 1.669 1.076 0.047
H -1.594 -1.692 -1.322 0.063
H -3.120 -0.632 -1.441 0.135
H -1.511 0.110 -1.749 0.053
H -0.713 -2.114 0.758 0.126
H -1.737 -1.199 2.130 0.090
H -2.501 -2.112 0.815 0.064
H 0.779 1.147 -1.653 0.083

=====

It comes down to model A, which is 2.398 eV more stable than the next structure.

=====

Model A:
7
Properties=species:S:1:pos:R:3:lowdin_charge:R:1 method="wB97M-V/def2-TZVPD" orbital_gap_ev="7.646 / 7.663" total_charge=+1
C -0.762 -0.011 0.004 0.010
O 0.420 -0.687 -0.173 0.079
O 2.181 0.806 0.293 0.302
O 1.796 -0.289 -0.042 0.171
H -0.853 1.089 0.229 0.161
H -1.327 -0.733 0.530 0.125
H -1.455 -0.175 -0.841 0.151

=====

Model B:
7
Properties=species:S:1:pos:R:3:lowdin_charge:R:1 method="wB97M-V/def2-TZVPD" orbital_gap_ev="7.085 / 7.084" total_charge=+1
C 1.484 -0.326 0.105 0.592
O -2.862 -0.297 0.094 0.144
O -0.996 0.689 -0.226 -0.007
O -2.231 0.753 -0.127 -0.046
H 0.985 -1.203 -0.196 0.070
H 2.375 -0.203 0.849 0.154
H 1.245 0.587 -0.500 0.094

=====

It comes down to model A, which is 1.223 eV more stable than the next structure.